# 1
{
  "formula": "C45H41GeN9O6STeV",
  "method": "wB97M-V/def2-TZVPD",
  "multiplicity": 3,
  "e_above_lowest_kj_mol": 57.6,
  "charge": -1,
  "largest_force_ha_per_bohr": 0.0603,
  "elements": ["V", "O", "C", "C", "C", "C", "C", "C", "C", "N", "C", "C", "N", "H", "H", "H", "H", "H", "H", "H", "N", "C", "N", "C", "N", "N", "C", "N", "C", "C", "C", "C", "C", "N", "H", "H", "H", "H", "H", "H", "H", "H", "C", "C", "C", "C", "C", "C", "Ge", "C", "C", "C", "C", "C", "C", "C", "C", "C", "C", "C", "C", "H", "H", "H", "H", "H", "H", "H", "H", "H", "H", "H", "H", "H", "H", "H", "O", "C", "O", "H", "C", "Te", "C", "H", "H", "H", "H", "H", "H", "O", "S", "O", "N", "C", "O", "C", "C", "C", "C", "C", "C", "H", "H", "H", "H"],
  "positions_angstrom": [[1.784, -19.224, 12.161], [2.195, -20.745, 13.392], [2.397, -21.496, 14.437], [1.383, -22.189, 15.109], [1.701, -22.673, 16.346], [2.915, -22.709, 17.008], [3.919, -22.232, 16.201], [3.681, -21.643, 14.974], [4.866, -20.984, 14.332], [5.153, -20.862, 13.077], [6.237, -20.018, 13.003], [6.608, -19.592, 14.252], [5.752, -20.262, 15.088], [0.377, -22.240, 14.717], [0.838, -23.114, 16.838], [3.025, -23.143, 17.992], [4.962, -22.295, 16.495], [6.705, -19.736, 12.071], [7.405, -18.970, 14.605], [5.655, -20.124, 16.080], [3.208, -18.160, 15.181], [1.967, -17.692, 15.084], [1.573, -16.710, 15.876], [0.351, -16.296, 15.691], [-0.022, -15.231, 16.420], [-0.561, -16.898, 14.902], [-0.086, -17.894, 14.160], [1.177, -18.296, 14.119], [-1.017, -18.713, 13.392], [-2.376, -18.611, 13.646], [-3.217, -19.615, 13.141], [-2.649, -20.606, 12.384], [-1.275, -20.561, 12.122], [-0.440, -19.634, 12.608], [3.841, -17.631, 15.735], [3.607, -18.860, 14.569], [0.778, -14.707, 16.735], [-0.836, -14.710, 16.114], [-2.787, -17.835, 14.261], [-4.257, -19.544, 13.441], [-3.216, -21.416, 11.959], [-0.844, -21.380, 11.557], [-2.599, -20.597, 7.665], [-2.133, -19.609, 8.511], [-0.951, -19.809, 9.182], [-0.166, -20.933, 9.052], [-0.666, -21.934, 8.206], [-1.855, -21.751, 7.526], [1.531, -21.094, 10.129], [2.861, -21.232, 8.619], [2.570, -20.744, 7.351], [3.463, -20.886, 6.301], [4.671, -21.519, 6.491], [5.010, -21.972, 7.771], [4.102, -21.854, 8.817], [1.451, -23.084, 10.545], [1.092, -23.543, 11.820], [1.079, -24.901, 12.111], [1.411, -25.844, 11.154], [1.756, -25.400, 9.889], [1.782, -24.053, 9.593], [-3.552, -20.522, 7.156], [-2.679, -18.665, 8.664], [-0.619, -19.067, 9.888], [-0.113, -22.852, 8.095], [-2.186, -22.573, 6.914], [1.616, -20.217, 7.192], [3.201, -20.469, 5.341], [5.338, -21.695, 5.651], [5.932, -22.514, 7.909], [4.367, -22.286, 9.776], [0.832, -22.826, 12.599], [0.799, -25.200, 13.111], [1.439, -26.888, 11.425], [2.076, -26.079, 9.112], [2.075, -23.758, 8.592], [1.656, -17.566, 9.134], [0.837, -17.450, 9.992], [0.927, -17.887, 11.219], [-0.110, -16.900, 9.828], [7.104, -18.830, 8.580], [5.093, -18.572, 9.231], [4.913, -16.591, 8.549], [7.779, -18.174, 9.160], [7.179, -18.590, 7.514], [7.344, -19.885, 8.734], [5.051, -16.558, 7.476], [5.652, -15.935, 9.033], [3.880, -16.313, 8.782], [1.983, -13.616, 11.704], [2.677, -14.337, 12.737], [2.657, -13.811, 14.077], [2.297, -15.904, 12.741], [3.316, -16.647, 12.378], [3.281, -17.913, 12.252], [4.605, -15.903, 12.159], [5.910, -16.300, 11.935], [6.879, -15.293, 11.781], [6.545, -13.944, 11.850], [5.245, -13.545, 12.084], [4.332, -14.557, 12.276], [6.153, -17.333, 11.893], [7.911, -15.587, 11.635], [7.332, -13.206, 11.756], [4.997, -12.498, 12.156]],
  "lowdin_spin": [1.916, 0.012, 0.000, 0.004, 0.000, 0.005, 0.000, 0.003, 0.000, 0.001, 0.000, 0.000, 0.000, 0.000, 0.000, 0.000, 0.000, 0.000, 0.000, 0.000, 0.001, 0.002, 0.000, 0.001, 0.001, 0.000, 0.001, 0.001, 0.000, 0.000, 0.000, 0.000, 0.001, -0.001, 0.000, 0.000, 0.000, 0.000, 0.000, 0.000, 0.000, 0.000, 0.000, 0.000, -0.001, -0.005, -0.001, 0.000, -0.010, 0.001, 0.000, 0.000, 0.000, 0.000, 0.000, -0.007, -0.001, 0.000, 0.000, 0.000, -0.001, 0.000, 0.000, 0.000, 0.000, 0.000, 0.000, 0.000, 0.000, 0.000, 0.000, 0.000, 0.000, 0.000, 0.000, 0.000, 0.008, 0.010, 0.027, -0.001, 0.000, 0.001, 0.000, 0.000, 0.000, 0.000, 0.000, 0.000, 0.000, 0.001, 0.001, 0.001, 0.009, 0.004, 0.016, 0.000, 0.000, 0.000, 0.000, 0.000, 0.000, 0.000, 0.000, 0.000, 0.000]
}

---

# 2
{
  "formula": "C45H41N2O6S4TeV",
  "method": "wB97M-V/def2-TZVPD",
  "e_above_lowest_kj_mol": 107.7,
  "charge": 0,
  "largest_force_ha_per_bohr": 0.0672,
  "elements": ["V", "C", "C", "C", "C", "C", "C", "C", "S", "O", "O", "N", "C", "C", "O", "O", "H", "H", "H", "H", "H", "H", "H", "H", "H", "C", "C", "C", "C", "C", "C", "Te", "N", "C", "O", "C", "C", "C", "C", "C", "C", "C", "C", "C", "C", "C", "C", "C", "C", "C", "C", "H", "H", "H", "H", "H", "H", "H", "H", "H", "H", "H", "H", "H", "H", "H", "H", "H", "H", "H", "H", "H", "H", "H", "O", "C", "C", "C", "C", "C", "S", "C", "C", "C", "C", "S", "C", "C", "C", "C", "S", "H", "H", "H", "H", "H", "H", "H", "H", "H"],
  "positions_angstrom": [[-0.289, 0.772, -1.098], [-3.743, 4.229, -5.265], [-2.993, 2.983, -4.868], [-3.740, 2.112, -4.030], [-3.561, 0.834, -3.610], [-2.380, -0.001, -3.811], [-0.748, 1.898, -5.012], [-1.694, 2.850, -5.337], [-2.304, -1.207, -2.339], [-1.351, -2.227, -2.688], [-3.650, -1.650, -2.116], [-1.732, -0.406, -1.046], [-2.744, 0.118, -0.190], [-2.723, 1.655, -0.392], [-3.645, 2.357, -0.057], [-1.633, 2.032, -0.953], [-4.747, 3.996, -5.619], [-3.223, 4.775, -6.047], [-3.840, 4.884, -4.397], [-4.696, 2.530, -3.736], [-4.330, 0.380, -2.999], [0.236, 1.888, -5.447], [-1.396, 3.572, -6.089], [-2.507, -0.094, 0.859], [-3.731, -0.297, -0.420], [-0.924, -6.209, 5.987], [-0.577, -5.017, 5.148], [0.737, -4.643, 4.923], [1.060, -3.535, 4.149], [2.515, -3.211, 3.960], [0.046, -2.762, 3.576], [0.507, -0.917, 2.474], [0.387, 1.116, 0.353], [1.329, 1.690, 1.091], [1.561, 1.390, 2.269], [2.167, 2.692, 0.371], [3.532, 2.744, 0.640], [4.331, 3.659, -0.021], [3.773, 4.526, -0.947], [2.413, 4.474, -1.215], [1.602, 3.569, -0.553], [-0.118, 0.179, 4.204], [0.428, -0.206, 5.423], [0.205, 0.534, 6.568], [-0.568, 1.680, 6.500], [-1.127, 2.056, 5.293], [-0.922, 1.317, 4.132], [-1.634, 1.734, 2.882], [-1.282, -3.136, 3.793], [-2.430, -2.357, 3.226], [-1.575, -4.251, 4.566], [-0.045, -6.602, 6.492], [-1.346, -6.997, 5.364], [-1.669, -5.943, 6.735], [1.536, -5.220, 5.368], [3.078, -3.469, 4.854], [2.645, -2.148, 3.748], [2.919, -3.786, 3.127], [3.946, 2.053, 1.358], [5.388, 3.698, 0.189], [4.397, 5.252, -1.450], [1.983, 5.146, -1.944], [0.529, 3.545, -0.729], [1.031, -1.101, 5.473], [0.643, 0.223, 7.506], [-0.740, 2.277, 7.384], [-1.743, 2.942, 5.246], [-1.955, 2.772, 2.950], [-2.528, 1.122, 2.752], [-1.011, 1.632, 1.992], [-2.065, -1.598, 2.531], [-2.977, -1.865, 4.029], [-3.116, -3.020, 2.700], [-2.609, -4.521, 4.725], [1.079, 1.323, -2.162], [1.499, 0.153, -2.771], [0.358, -0.209, -3.720], [0.170, -1.197, -4.600], [-1.049, -1.373, -5.357], [-2.225, -0.827, -5.007], [-0.883, 1.041, -3.524], [2.775, 0.366, -3.549], [3.636, -0.594, -3.989], [4.748, -0.052, -4.666], [4.702, 1.304, -4.727], [3.309, 1.956, -3.950], [1.778, -0.852, -1.664], [1.227, -2.059, -1.332], [1.812, -2.631, -0.182], [2.812, -1.869, 0.339], [3.063, -0.432, -0.568], [0.948, -1.936, -4.740], [-1.013, -2.040, -6.204], [-3.127, -1.047, -5.563], [3.485, -1.645, -3.814], [5.533, -0.657, -5.085], [5.413, 1.970, -5.174], [0.451, -2.539, -1.902], [1.494, -3.567, 0.240], [3.438, -2.080, 1.186]],
  "mulliken_charge": [-0.969, -1.905, 1.603, -0.293, -2.019, 1.456, -1.046, -0.856, 1.287, -0.766, -0.777, -0.186, 1.215, 0.742, -0.733, -0.817, 0.389, 0.399, 0.323, 0.420, 0.578, 0.562, 0.260, -1.725, 0.678, -1.585, 0.811, -0.731, 0.978, -1.902, -0.452, 0.783, 0.707, 0.721, -0.681, 0.184, -0.637, -0.647, -0.568, -0.751, -0.083, 0.342, -0.539, -0.873, -0.720, -0.618, 0.793, 0.117, 0.842, -0.932, -0.826, 0.354, 0.314, 0.374, 0.363, 0.476, 0.260, 0.393, 0.460, 0.432, 0.418, 0.444, 0.596, 0.330, 0.469, 0.368, 0.429, 0.469, 0.274, -0.911, -0.876, 0.361, 0.566, 0.463, -0.500, 2.393, -0.916, 0.063, -1.003, -1.208, 1.875, -0.963, -0.533, -0.778, -0.658, -0.020, 0.163, -0.013, -0.594, -0.412, -0.028, 0.556, 0.519, 0.525, 0.580, 0.457, 0.514, 0.698, 0.483, 0.423]
}